1.
Molecular formula: C9H20ClF3MgO7S
Method: DFT, ωB97M-V/def2-TZVPD

Each line ends with the Mulliken spin population.
Cartesian coordinates (Å):
Mg1 18.251607 -14.021781 4.874624  0.017
Cl1 16.270172 -13.804974 6.060100  0.007
C1 22.360741 -12.810869 3.538280  -0.017
F1 21.963746 -11.544094 3.289583  -0.001
F2 23.571924 -13.015077 2.998572  -0.001
F3 22.442360 -13.025979 4.860303  -0.001
S1 21.090509 -14.175777 2.963708  -0.109
O1 20.807906 -13.915444 1.546589  0.480
O2 21.698679 -15.464556 3.115412  0.376
O3 19.840728 -14.134175 3.807281  0.247
C2 16.140196 -14.466350 2.124561  0.000
O4 17.317538 -14.850177 3.021166  -0.001
C3 17.321203 -16.258871 3.165326  0.000
C4 18.480439 -16.717035 4.029789  -0.001
O5 18.526968 -15.943003 5.263772  0.000
C5 18.086323 -16.662746 6.443367  0.000
H1 16.026339 -13.383263 2.079076  0.000
H2 15.226982 -14.941349 2.483045  0.000
H3 16.266449 -14.893722 1.129815  0.000
H4 17.329099 -16.812821 2.226626  -0.001
H5 16.378735 -16.494524 3.659611  0.000
H6 19.475687 -16.787326 3.590864  0.000
H7 18.391743 -17.800271 4.112493  0.000
H8 17.129609 -17.162797 6.292519  0.001
H9 18.094475 -15.957386 7.274325  -0.001
H10 18.893689 -17.358500 6.671779  0.000
C6 17.574366 -11.169289 4.142335  -0.001
O6 18.460392 -12.029919 4.823209  0.000
C7 19.429188 -11.333546 5.559463  0.000
C8 19.587900 -12.161562 6.806655  0.000
O7 19.575381 -13.564756 6.551658  0.001
C9 20.417903 -14.291266 7.457616  -0.001
H11 16.822264 -11.874180 3.787973  0.000
H12 18.007933 -10.698467 3.260040  0.001
H13 17.110723 -10.390918 4.748370  0.001
H14 19.157139 -10.298106 5.764295  0.000
H15 20.366098 -11.295380 5.003720  0.001
H16 18.821111 -11.983305 7.560549  0.000
H17 20.545254 -11.891658 7.252425  0.000
H18 20.507333 -15.349601 7.212649  0.001
H19 20.099150 -14.181455 8.494167  0.000
H20 21.421005 -13.869013 7.397577  0.000

Atomic forces in eV per Å
-1.758 0.177 1.287
-0.022 -0.070 -0.154
0.638 0.178 0.537
0.143 -1.838 0.096
-1.699 -0.005 0.213
-0.134 0.374 -0.648
-2.536 1.027 0.748
0.060 0.005 0.635
0.789 -0.414 0.044
4.306 0.631 -2.692
0.880 -0.679 0.836
-1.280 0.884 -1.844
-0.038 -0.208 0.645
0.159 -0.517 -0.025
-0.180 -1.568 -0.761
1.020 0.103 0.137
0.290 -0.234 0.220
0.083 0.226 0.584
0.612 0.189 -0.014
0.177 0.248 -0.317
-0.051 -0.372 0.249
0.083 1.264 -0.362
-0.789 -0.129 1.130
0.061 0.253 0.049
-0.577 0.088 -0.275
-0.240 -0.458 -0.063
-1.197 -0.612 -1.236
-0.118 1.486 -0.614
0.753 -0.906 0.398
0.583 0.380 1.557
0.331 -0.337 -0.598
0.552 0.384 0.094
-0.469 0.488 -0.016
0.466 0.004 0.059
0.132 -0.303 0.390
-0.302 -0.148 0.199
0.042 -0.038 -0.103
-0.231 0.292 -0.180
0.131 -0.019 0.170
-0.473 0.182 -0.318
-0.338 -0.005 -0.039
0.143 -0.003 -0.021

Results
Relative energy (zero: lowest compared OMol25 entry of this formula, charge and spin): 0.00 kcal/mol
Multiplicity: 2
Charge: +1
LUMO level (alpha / beta): -2.543 / -9.088 eV
Gap between HOMO and LUMO (alpha / beta): 9.5 / 2.9 eV

2.
Molecular formula: C14H16
Method: DFT, ωB97M-V/def2-TZVPD

Each line ends with the Mulliken charge.
Cartesian coordinates (Å):
C1 -4.069623 -2.205198 2.601227  -1.346
C2 -1.361743 0.599788 0.922257  -0.106
C3 -2.693359 0.622030 0.450560  -0.833
C4 -0.861753 -0.278881 1.836972  -0.648
C5 -3.441780 -0.429790 0.929777  -0.295
C6 -1.763249 -1.236481 2.381670  -0.189
C7 -3.083292 -1.266715 2.009188  0.610
H1 -0.735936 1.406752 0.511804  0.318
H2 -3.105806 1.463843 -0.081044  0.409
H3 0.193476 -0.224419 2.119353  0.478
H4 -4.470260 -0.523294 0.521920  0.263
H5 -1.328033 -2.019488 3.004141  0.335
H6 -3.806058 -3.214296 2.321598  0.300
H7 -5.090955 -1.897998 2.384374  0.380
H8 -4.031586 -2.172623 3.692410  0.353
C8 4.618915 1.691171 -1.282471  -1.285
C9 2.739792 1.081548 -2.866170  -0.351
C10 3.336629 0.994158 -1.599834  0.554
C11 1.501067 0.507630 -3.110918  -0.571
C12 0.900000 -0.218813 -2.113827  -0.226
C13 2.483466 0.537748 -0.566344  -0.309
C14 1.394743 -0.260719 -0.832068  -0.700
H9 3.226747 1.700289 -3.624577  0.276
H10 0.971090 0.717953 -4.037625  0.345
H11 4.518077 2.446862 -0.533243  0.329
H12 5.071316 1.986215 -2.233962  0.346
H13 -0.084107 -0.590666 -2.393701  0.340
H14 2.948504 0.629424 0.430682  0.336
H15 0.823221 -0.719921 -0.035294  0.559
H16 5.200499 0.873893 -0.806852  0.328

Atomic forces in eV per Å
-0.030 0.191 0.804
-0.023 2.619 -1.352
1.493 -1.362 1.690
-0.875 -1.092 0.348
-2.516 0.387 0.139
1.857 0.199 0.022
0.345 0.572 -1.563
0.061 -0.452 0.395
0.096 -0.289 -0.588
-0.457 -0.197 0.015
0.519 0.006 0.533
-0.373 0.316 0.361
-0.474 -0.453 -0.235
-0.006 -0.409 -0.480
0.265 0.011 0.036
0.309 -2.193 -0.313
0.740 0.271 0.016
-2.664 1.374 -0.057
0.561 0.553 -0.169
-1.567 -0.235 -1.011
2.832 -1.010 0.342
-0.450 0.771 0.484
-0.039 -0.377 0.044
0.221 -0.300 0.063
-0.088 0.793 0.128
0.264 0.324 0.536
0.147 -0.451 0.515
-0.706 -0.202 -0.214
0.144 -0.055 -0.147
0.413 0.688 -0.340

Results
Relative energy (zero: lowest compared OMol25 entry of this formula, charge and spin): 27.74 kcal/mol
Charge: 0
LUMO level: 0.944 eV
Gap between HOMO and LUMO: 9.7 eV
SMILES: Cc1ccccc1.Cc1ccccc1

3.
Molecular formula: C17H16FN3O5S
Method: DFT, ωB97M-V/def2-TZVPD

Each line ends with the Mulliken charge.
Cartesian coordinates (Å):
C1 -5.191974 -1.506512 -0.920966  -1.414
C2 -3.709105 -1.703708 -0.461591  1.107
C3 -2.916626 -2.702101 -0.809919  -0.710
C4 -1.739112 -2.967975 -0.314505  -0.293
C5 -1.227163 -2.155253 0.414935  0.119
C6 -2.079715 -0.964738 0.975636  -0.582
C7 -3.384219 -0.885284 0.563459  -0.052
F1 -4.033044 0.365020 0.600236  -0.361
H1 -1.695310 -0.094436 1.490194  0.378
N1 0.086043 -2.217818 1.027881  0.048
C8 0.798464 -1.062037 1.653185  0.085
O1 0.427682 -0.029280 1.813599  -0.298
C9 2.256751 -1.987290 1.880407  -1.433
H2 2.236874 -1.945541 3.098803  0.287
H3 2.458008 -2.724664 1.306571  1.016
C10 3.234940 -0.781860 1.858472  -0.419
N2 3.794940 -0.969396 0.408465  -0.427
S1 2.735024 -1.042547 -0.881735  1.030
O2 3.729087 -0.640866 -2.150811  -0.752
O3 2.080401 -2.214298 -0.761156  -0.493
C11 1.465592 0.282646 -0.987149  0.112
C12 0.144088 0.070042 -1.243600  0.581
C13 -0.789972 0.997339 -1.277427  -1.163
C14 -0.582315 2.147952 -0.558910  0.360
C15 0.763103 2.585586 -0.501819  -0.013
C16 1.892584 1.543942 -0.349455  -0.893
H4 2.804149 1.582823 0.016568  0.934
O4 0.792229 3.833354 0.229015  -0.396
C17 -0.592416 4.131004 0.265254  0.361
O5 -0.824568 5.208342 0.593879  -0.506
N3 -1.276632 3.315671 -0.514836  -0.130
H5 -2.308331 3.278135 -0.743181  0.320
H6 -1.730255 0.682553 -1.697362  0.351
H7 0.095498 -1.129880 -1.852425  0.167
H8 4.475113 -0.237565 0.139361  0.342
H9 4.220841 -0.734436 2.401429  0.327
H10 2.913888 0.239942 1.819954  0.396
H11 0.501357 -2.977801 0.937205  0.066
H12 -1.218364 -3.747929 -0.552874  0.783
H13 -3.593607 -3.419003 -1.347103  0.160
H14 -5.563177 -2.526200 -1.208032  0.346
H15 -5.366234 -0.724975 -1.595125  0.345
H16 -6.002624 -1.148248 -0.211087  0.311

Atomic forces in eV per Å
-0.671 -2.259 1.288
-5.445 1.553 0.232
-6.767 -2.495 -3.400
-2.293 -4.276 -4.083
4.453 11.822 11.617
0.689 -1.440 -0.881
3.463 3.140 -0.629
0.331 -1.550 0.935
0.359 -0.550 0.245
-6.937 10.771 1.083
2.893 -15.027 -3.638
-1.889 8.099 1.948
-2.318 11.880 10.305
-0.428 -1.882 -2.683
1.159 -5.011 -3.305
3.361 -1.377 -4.056
0.046 2.053 -0.342
7.516 8.723 -6.217
-4.202 -2.009 5.441
-3.523 -6.933 -0.402
2.964 2.897 3.983
2.990 -7.101 -4.165
-3.350 0.146 0.628
3.248 0.711 -3.964
4.281 -2.879 5.224
-8.855 -0.343 -4.811
4.233 1.206 1.547
-1.231 -3.528 -1.847
3.559 2.140 -1.490
-2.519 4.192 2.539
-4.386 -2.847 -0.325
1.767 0.834 1.021
-0.528 0.347 0.129
-0.715 3.917 1.985
-0.281 -0.637 0.193
-1.268 -0.809 0.156
-1.324 0.248 0.872
5.029 -8.090 -1.005
2.750 -4.811 -1.807
1.659 0.104 -0.224
0.164 1.139 -0.531
0.385 0.644 -2.009
1.633 -0.714 0.444

Results
Relative energy (zero: lowest compared OMol25 entry of this formula, charge and spin): 316.99 kcal/mol
Charge: 0
LUMO level: 0.035 eV
Gap between HOMO and LUMO: 8.8 eV

4.
Molecular formula: C30H46GeN2O3PY
Method: DFT, ωB97M-V/def2-TZVPD

Each line ends with the Mulliken spin population.
Cartesian coordinates (Å):
Y1 -0.369852 -0.165766 -0.078494  0.031
C1 1.240841 -4.268765 -1.213666  0.001
C2 0.670133 -3.474366 -0.051097  -0.009
C3 1.759261 -3.107249 0.944290  0.011
C4 -0.454839 -4.239539 0.631240  -0.001
O1 0.093449 -2.218374 -0.537153  -0.036
Ge1 -0.218411 -1.773066 -2.503127  0.003
O2 -1.726834 -0.802199 -1.721218  0.006
C5 -3.131820 -1.195599 -1.924125  -0.001
C6 -3.890076 0.067545 -2.293939  0.000
C7 -3.194873 -2.211024 -3.054860  0.000
C8 -3.656733 -1.803608 -0.632405  0.000
O3 0.695671 -0.053179 -1.969420  -0.008
C9 0.706622 1.088126 -2.887590  -0.006
C10 0.430104 0.625383 -4.310225  0.000
C11 2.088873 1.712184 -2.789766  0.004
C12 -0.365156 2.074011 -2.424861  0.005
H1 1.672135 -5.195801 -0.837491  0.000
H2 0.465451 -4.540259 -1.932260  0.000
H3 2.030318 -3.714977 -1.727862  0.000
H4 2.212092 -4.004842 1.364188  0.001
H5 2.541350 -2.519941 0.459436  0.004
H6 1.332279 -2.534774 1.777661  0.005
H7 -0.082999 -5.177624 1.042245  0.000
H8 -0.878609 -3.655340 1.452256  0.000
H9 -1.248062 -4.472636 -0.079813  0.000
H10 -3.508602 0.488352 -3.224929  0.000
H11 -4.947065 -0.158222 -2.434060  0.000
H12 -3.810713 0.814187 -1.500940  0.000
H13 -2.779550 -1.806743 -3.980697  0.000
H14 -2.672164 -3.136060 -2.794164  0.000
H15 -4.234058 -2.474235 -3.250163  0.000
H16 -3.698735 -1.059480 0.164647  0.000
H17 -4.669154 -2.177403 -0.783485  0.000
H18 -3.031532 -2.643411 -0.320404  0.000
H19 1.164033 -0.115624 -4.630490  0.000
H20 -0.576159 0.207079 -4.408169  0.000
H21 0.492526 1.472665 -4.992468  0.000
H22 2.855433 0.977289 -3.037155  0.000
H23 2.179448 2.545049 -3.486857  0.000
H24 2.263155 2.098658 -1.782422  -0.001
H25 -1.370577 1.676571 -2.563238  0.000
H26 -0.204865 2.357067 -1.367377  -0.005
H27 -0.281687 3.006186 -2.984442  0.000
C13 1.478349 0.861877 3.721078  0.035
P1 1.927512 0.933765 1.978138  0.288
C14 1.788958 2.560977 1.301463  0.141
C15 0.544506 3.216298 1.402229  0.042
C16 0.411813 4.504242 0.925592  -0.018
C17 1.507345 5.145115 0.347690  0.070
C18 2.738283 4.501971 0.246679  -0.003
C19 2.887191 3.207877 0.706766  0.068
C20 3.370658 0.040048 1.544598  0.125
C21 3.844249 0.078526 0.219475  0.009
C22 4.981631 -0.627310 -0.112787  -0.015
C23 5.633884 -1.389929 0.856284  0.105
C24 5.147324 -1.459577 2.160286  -0.001
C25 4.012248 -0.756809 2.511421  0.060
H28 2.251726 1.367214 4.306188  0.020
H29 1.386118 -0.174191 4.044663  -0.003
H30 0.532017 1.379462 3.874291  0.000
H31 -0.297764 2.722683 1.877786  0.017
H32 -0.532765 5.023088 1.016287  0.001
H33 1.404464 6.160001 -0.013150  0.001
H34 3.587131 5.022828 -0.175494  0.002
H35 3.849237 2.716621 0.655747  0.004
H36 3.326390 0.651019 -0.540436  0.024
H37 5.364919 -0.589215 -1.123321  0.001
H38 6.526049 -1.940794 0.587966  0.001
H39 5.662123 -2.052765 2.903698  0.002
H40 3.648544 -0.801312 3.529537  0.001
N1 -5.385965 1.415705 3.786183  0.001
C26 -4.328317 1.157334 3.025759  0.001
C27 -3.447407 0.084537 3.308511  0.008
C28 -2.380565 -0.142532 2.491352  0.010
N2 -2.075019 0.611874 1.404874  -0.009
C29 -2.923360 1.636210 1.134058  0.003
C30 -4.018252 1.940271 1.886330  0.001
H41 -5.609124 0.848780 4.588102  0.000
H42 -6.014830 2.172636 3.571877  0.000
H43 -3.625209 -0.562631 4.156769  0.000
H44 -1.721735 -0.981815 2.703935  0.004
H45 -2.692207 2.235615 0.259078  -0.001
H46 -4.650196 2.772056 1.605366  0.000

Atomic forces in eV per Å
-0.635 -0.311 -0.277
0.008 0.073 0.032
-0.084 -0.150 0.150
-0.048 0.017 -0.058
0.039 0.030 -0.060
0.184 0.392 -0.135
-0.042 -0.061 0.043
0.112 0.094 0.099
-0.085 -0.059 -0.047
0.036 -0.055 -0.002
-0.020 0.030 0.046
0.029 -0.006 -0.058
0.072 -0.106 0.089
0.030 0.112 -0.090
-0.024 -0.025 0.094
-0.046 -0.029 -0.024
0.155 0.013 0.024
0.019 -0.011 -0.024
0.004 -0.015 0.002
-0.007 -0.006 -0.006
0.008 0.002 0.024
0.023 0.011 -0.001
0.020 0.008 0.010
-0.008 -0.008 0.004
-0.010 -0.004 0.002
-0.006 -0.011 0.008
-0.010 0.025 0.002
-0.005 0.011 -0.004
0.005 0.014 -0.003
0.008 -0.005 -0.003
-0.012 -0.014 -0.015
0.008 -0.016 -0.018
0.010 0.001 0.022
-0.004 -0.013 0.017
-0.015 0.001 0.022
0.000 0.002 -0.015
-0.001 0.004 -0.021
-0.012 -0.002 -0.016
0.008 0.003 0.005
0.008 0.010 0.006
0.011 0.021 0.012
-0.010 -0.018 0.027
0.005 -0.005 -0.004
-0.077 0.013 0.012
0.125 -0.022 0.042
-0.007 -0.094 -0.003
0.075 0.067 -0.080
0.053 -0.096 0.022
0.019 0.042 -0.024
-0.018 -0.018 0.006
0.004 0.022 -0.022
-0.081 -0.038 0.066
-0.187 0.187 0.271
0.142 -0.079 -0.195
-0.094 0.063 -0.016
0.038 -0.024 -0.084
-0.119 0.045 0.155
0.153 -0.104 -0.013
-0.013 -0.010 0.005
-0.016 0.011 0.017
-0.010 0.001 -0.035
-0.005 0.028 0.013
-0.004 0.006 0.001
-0.002 0.007 0.005
0.000 -0.003 -0.009
0.020 0.036 -0.007
-0.009 -0.012 0.028
0.013 -0.014 0.004
0.006 -0.003 0.014
0.018 -0.003 -0.015
0.007 0.001 -0.003
-0.014 -0.002 0.005
0.085 -0.007 -0.052
-0.050 -0.074 0.051
0.031 0.096 -0.007
0.194 -0.011 -0.043
0.077 0.002 0.061
-0.069 0.044 -0.019
-0.002 0.002 -0.001
-0.002 -0.003 0.004
0.006 -0.009 -0.005
-0.002 -0.002 0.005
-0.006 0.007 0.000
0.004 0.002 -0.012

Results
Multiplicity: 2
Charge: +3
LUMO level (alpha / beta): -8.128 / -11.783 eV
Gap between HOMO and LUMO (alpha / beta): 8.7 / 5.0 eV

Q: What is the charge in the first record?
A: +1